Below is C38H44HfN4Sb2 as an isolated structure in a non-equilibrium geometry, with properties calculated with the ωB97M-V functional and the def2-TZVPD basis.

The calculation puts the gap between HOMO and LUMO at 6.59 eV. Its highest occupied orbital energy is -18.9758 eV.

Structure (ORCA input):
```
! wB97M-V def2-TZVPD RIJCOSX def2/J DEFGRID3
* xyz 4 1
Hf 0.08 -0.44 0.62
C -0.69 -2.77 2.66
C 0.53 -3.30 1.96
N 0.58 -2.73 0.57
C 1.95 -2.85 -0.01
C 2.85 -1.86 0.67
C 4.19 -2.06 0.84
C 4.94 -1.07 1.49
C 4.31 0.07 1.96
C 2.96 0.21 1.76
C 2.21 1.44 2.19
N 0.73 1.25 2.13
C 0.13 0.87 3.45
C 0.18 -0.63 3.68
N -0.69 -1.27 2.63
N 2.24 -0.73 1.12
H -0.73 -3.12 3.69
H -1.60 -3.11 2.16
H 0.51 -4.39 1.91
H 1.45 -3.02 2.47
H -0.04 -3.29 -0.03
H 1.89 -2.65 -1.08
H 2.33 -3.87 0.10
H 4.66 -2.97 0.48
H 6.01 -1.21 1.63
H 4.87 0.83 2.48
H 2.47 2.27 1.53
H 2.51 1.73 3.20
H 0.34 2.16 1.88
H -0.92 1.20 3.42
H 0.61 1.41 4.26
H -0.20 -0.87 4.67
H 1.19 -1.03 3.60
H -1.65 -0.98 2.82
C -1.64 0.10 -3.56
C -1.66 1.61 -3.30
C -2.50 2.05 -2.10
Sb -1.72 1.80 -0.13
C -3.40 1.29 1.00
C -4.34 2.23 1.41
C -5.48 1.80 2.09
C -5.69 0.45 2.34
C -4.76 -0.50 1.90
C -3.62 -0.07 1.23
C -0.97 3.62 0.53
C -0.03 4.28 -0.27
C 0.46 5.51 0.14
C 0.03 6.07 1.34
C -0.89 5.40 2.14
C -1.40 4.17 1.74
Sb -0.37 -1.00 -2.25
C -0.30 -2.99 -2.81
C -1.20 -3.85 -2.16
C -1.25 -5.20 -2.52
C -0.40 -5.67 -3.52
C 0.49 -4.81 -4.16
C 0.54 -3.47 -3.81
C 1.46 -0.01 -2.59
C 1.92 0.85 -1.59
C 3.07 1.61 -1.73
C 3.79 1.51 -2.92
C 3.35 0.66 -3.93
C 2.19 -0.09 -3.77
H -1.20 -0.14 -4.53
H -2.63 -0.35 -3.53
H -2.12 2.06 -4.19
H -0.65 2.01 -3.27
H -3.46 1.53 -2.06
H -2.70 3.12 -2.14
H -4.21 3.29 1.22
H -6.22 2.52 2.41
H -6.58 0.13 2.85
H -4.95 -1.55 2.06
H -2.95 -0.83 0.82
H 0.29 3.87 -1.22
H 1.16 6.05 -0.48
H 0.40 7.04 1.65
H -1.23 5.85 3.07
H -2.13 3.67 2.37
H -1.91 -3.48 -1.43
H -1.95 -5.86 -2.05
H -0.44 -6.71 -3.81
H 1.14 -5.19 -4.94
H 1.24 -2.82 -4.33
H 1.38 1.01 -0.65
H 3.40 2.29 -0.95
H 4.69 2.10 -3.06
H 3.90 0.60 -4.86
H 1.86 -0.71 -4.60
*
```